No. 1
Density functional theory data (wB97M-V/def2-TZVPD) for a 4-piece molecular cluster, C47H90B2N2O16 overall.

Calculated values
E ... -3207.86184 Ha

XYZ file:
```
157
C47H90B2N2O16 wB97M-V/def2-TZVPD
C 2.90561 4.53205 7.76048
C 1.38693 4.48467 7.89755
O 0.73537 4.96037 6.72379
C 0.50877 3.94283 5.76495
O -0.72726 3.35330 6.11277
C -1.15656 2.22614 5.37143
B -0.06477 1.13230 4.95325
O -0.20724 -0.13593 5.43434
O 1.04058 1.37350 4.14166
C -2.01306 2.56764 4.13052
C -3.08014 3.59407 4.54851
C -3.98361 3.95286 3.40145
O -5.16044 3.74695 3.41793
C -3.33771 4.58552 2.20636
C -2.39170 5.59841 2.38253
C -1.74811 6.18089 1.28542
C -2.06705 5.73456 0.00371
C -3.02907 4.74355 -0.17568
C -3.67052 4.15864 0.91960
N -2.66406 1.36396 3.63758
C -2.06905 0.80350 2.42408
C -3.05601 0.44720 1.32939
C -2.36979 -0.22605 0.13412
C -1.56335 -1.50213 0.46546
C -0.04418 -1.41401 0.21228
C 0.60536 -0.12339 0.67340
C 2.11891 -0.08015 0.46218
C 2.66812 1.28949 0.90765
C 3.04911 2.19682 -0.25691
C 4.40069 1.88550 -0.93986
C 5.41301 1.09149 -0.12548
C 6.03276 1.81967 1.10244
N 5.82367 3.24815 1.14017
C 6.44024 4.21392 0.39147
C 5.89716 5.42533 0.74664
C 4.93316 5.19452 1.75138
C 4.92250 3.83659 1.97594
B 0.53303 4.73004 4.35074
O 0.09193 6.03358 4.31797
O 0.97010 4.14786 3.17620
H 3.17604 5.34365 7.09183
H 3.27900 3.60183 7.33437
H 3.38290 4.69874 8.72041
H 1.01241 3.49411 8.15319
H 1.08932 5.15971 8.69617
H 1.35907 3.25644 5.87384
H -1.85134 1.69074 6.02237
H 0.60278 -0.62567 5.24316
H 0.79431 1.63343 3.24708
H -1.41990 3.04637 3.35011
H -3.68694 3.20924 5.36406
H -2.61401 4.50496 4.92397
H -2.14572 5.94504 3.37425
H -1.00410 6.94207 1.45149
H -1.55754 6.17263 -0.84225
H -3.29436 4.41615 -1.17197
H -4.42030 3.39320 0.79387
H -2.74154 0.67052 4.36773
H -1.31150 1.46951 2.01484
H -1.53958 -0.11636 2.69214
H -3.45779 1.38699 0.94836
H -3.89992 -0.13482 1.69082
H -3.17484 -0.53285 -0.53343
H -1.79263 0.50218 -0.42854
H -1.78003 -1.80679 1.48786
H -1.93361 -2.29811 -0.17673
H 0.41752 -2.20706 0.80488
H 0.16605 -1.65864 -0.82860
H 0.44641 -0.05884 1.75092
H 0.18695 0.76720 0.20629
H 2.29445 -0.22722 -0.60457
H 2.59076 -0.89331 1.01173
H 3.45302 1.18304 1.65212
H 1.84332 1.79238 1.42065
H 2.27126 2.05954 -1.01063
H 2.98044 3.23680 0.05081
H 4.82418 2.82103 -1.29274
H 4.18886 1.29990 -1.83422
H 6.23366 0.85189 -0.80067
H 4.99149 0.14247 0.19536
H 5.64864 1.37420 2.01282
H 7.09836 1.60165 1.10177
H 7.20509 3.96105 -0.31741
H 6.16165 6.38042 0.33134
H 4.32795 5.93598 2.23709
H 4.32395 3.27508 2.66869
H 0.83274 6.64500 4.28429
H 1.84965 3.76866 3.26999
C 0.46030 -3.77164 3.40718
O 1.86460 -3.83643 3.30499
C 2.51153 -3.05927 4.29641
C 3.91125 -3.56741 4.55905
O 3.96266 -4.72682 5.37379
C 3.58647 -5.96139 4.77946
C 4.61582 -6.52505 3.82637
O 4.55693 -5.86668 2.57150
C 5.77911 -5.92532 1.87226
H 0.10973 -2.74364 3.24576
H 0.03765 -4.41574 2.63834
H 0.11810 -4.12695 4.38597
H 1.93896 -3.08275 5.23277
H 2.56953 -2.01899 3.93885
H 4.43616 -2.79858 5.13102
H 4.45571 -3.71210 3.62391
H 2.60777 -5.89169 4.30172
H 3.49710 -6.65827 5.61543
H 4.41008 -7.59249 3.66820
H 5.61304 -6.41633 4.26864
H 6.58396 -5.45318 2.44815
H 5.65246 -5.37898 0.93964
H 6.05621 -6.96065 1.64313
C -1.84361 2.34226 -3.10909
O -1.11006 1.74550 -4.15328
C -0.01738 0.98728 -3.66037
C 0.38272 -0.09523 -4.63650
O -0.46611 -1.23205 -4.61654
C -1.74467 -1.10488 -5.22424
C -1.71253 -1.09810 -6.73473
O -1.32108 0.17557 -7.22622
C -0.73873 0.10182 -8.50635
H -1.22119 3.05017 -2.54756
H -2.68475 2.87791 -3.54555
H -2.22971 1.57271 -2.43028
H -0.27777 0.52316 -2.69967
H 0.83337 1.66732 -3.50702
H 1.36087 -0.47028 -4.32516
H 0.48984 0.30679 -5.64577
H -2.28275 -0.23638 -4.83955
H -2.29274 -1.99766 -4.91513
H -2.71843 -1.32072 -7.11482
H -1.02190 -1.87427 -7.08322
H 0.15643 -0.53144 -8.49503
H -0.44745 1.10976 -8.79596
H -1.44950 -0.28905 -9.24417
C -4.76573 -8.20830 -8.04127
O -5.10305 -7.00422 -7.39174
C -4.11464 -6.59206 -6.46308
C -4.17655 -5.09901 -6.23398
O -3.58623 -4.32683 -7.27041
C -4.30617 -4.21732 -8.49030
C -5.51372 -3.30990 -8.41521
O -6.60585 -3.96810 -7.79655
C -7.51375 -3.06764 -7.20363
H -4.69302 -9.03771 -7.32826
H -5.55387 -8.42791 -8.75880
H -3.81742 -8.11020 -8.58269
H -3.11503 -6.85944 -6.82573
H -4.29623 -7.10834 -5.51025
H -3.57850 -4.87982 -5.34629
H -5.19852 -4.77496 -6.02966
H -4.57579 -5.19910 -8.88287
H -3.60044 -3.76505 -9.19120
H -5.81173 -3.02619 -9.43399
H -5.24807 -2.40383 -7.85700
H -7.02056 -2.46362 -6.43278
H -8.30121 -3.65390 -6.73433
H -7.96171 -2.40461 -7.95266
```

Mulliken atomic charge list, values in e, 8 entries: -1.17 -0.15 -0.46 0.39 -0.62 -0.69 1.19 -0.62



No. 2
Density functional theory data (wB97M-V/def2-TZVPD) for a 2-piece molecular cluster, C3H5N3 overall.

Calculated values
E ... -281.40975 Ha

XYZ file:
```
11
C3H5N3 wB97M-V/def2-TZVPD
C 0.25349 0.75265 1.68471
C 0.38296 -0.07103 0.46978
C 0.79348 -0.94843 -0.28185
N -0.34058 -0.66288 -2.12580
N -1.09605 0.21399 -1.64030
N -1.18881 0.88993 -0.71193
H 0.45171 1.80629 1.46841
H 0.96082 0.41328 2.44732
H -0.75912 0.68546 2.09158
H 1.37219 -1.75260 -0.68180
H -0.83009 -1.32667 -2.72010
```

Mulliken atomic charge list, values in e, 8 entries: -1.05 -0.09 0.03 -0.43 0.29 -0.23 0.27 0.30



No. 3
Density functional theory data (wB97M-V/def2-TZVPD) for a 7-piece molecular cluster, C50H48O10S4 overall.

Calculated values
E ... -4279.17529 Ha

XYZ file:
```
112
C50H48O10S4 wB97M-V/def2-TZVPD
C -3.14671 2.48767 -8.01658
S -4.31343 1.13630 -8.03670
O -3.82176 0.19059 -6.99659
C -3.76298 0.46215 -9.61744
H -3.11412 2.89574 -7.00925
H -3.43053 3.32264 -8.65614
H -2.14083 2.11565 -8.21918
H -4.41715 -0.36019 -9.89763
H -2.78891 0.00719 -9.41931
H -3.70695 1.26444 -10.34769
C 0.26817 2.78016 5.66046
S 0.96050 1.85657 4.27245
O 1.47284 2.84435 3.30573
C 2.39492 1.19981 5.17959
H -0.76562 3.05439 5.46251
H 0.83893 3.71452 5.69337
H 0.37431 2.26307 6.61066
H 2.74222 0.34103 4.61531
H 2.11660 0.94065 6.19846
H 3.04954 2.07558 5.20681
C -2.82493 6.56159 -7.56127
S -3.87169 6.05607 -6.18770
O -4.78072 4.96075 -6.61121
C -2.56308 5.28349 -5.22498
H -2.27637 7.42606 -7.16877
H -3.37242 6.85762 -8.44844
H -2.04782 5.82701 -7.79216
H -2.38628 4.29498 -5.64915
H -2.88134 5.15972 -4.19583
H -1.65483 5.86729 -5.36588
C 5.89801 1.93251 6.19932
S 6.00072 3.16352 4.86991
O 7.28107 3.87740 5.15682
C 6.41524 1.99848 3.52493
H 5.61215 2.46927 7.09901
H 6.85748 1.43595 6.30434
H 5.10553 1.24525 5.89633
H 6.19877 0.98426 3.85282
H 7.45719 2.16825 3.27849
H 5.76889 2.23321 2.67939
C 2.78694 -7.55150 -3.46575
C 1.82594 -8.33686 -4.08725
C 0.47940 -8.09766 -3.87257
C 0.08498 -7.07151 -3.04599
C 1.04368 -6.26938 -2.43019
C 2.38859 -6.49360 -2.66691
C 0.66116 -5.13956 -1.53917
O 1.50218 -4.46175 -0.98953
C -0.79022 -4.91069 -1.31549
C -1.19417 -3.94405 -0.41552
C -2.53279 -3.63832 -0.27718
C -3.48532 -4.38639 -0.96092
C -3.09958 -5.43779 -1.76835
C -1.75068 -5.68245 -1.95741
C -1.37207 -6.76448 -2.90798
O -2.18927 -7.36052 -3.57099
H 3.84108 -7.78435 -3.54003
H 2.14576 -9.09842 -4.78808
H -0.23387 -8.73305 -4.37835
H 3.14588 -5.90889 -2.16151
H -0.48252 -3.39826 0.19004
H -2.85753 -2.90415 0.44929
H -4.54022 -4.17192 -0.83987
H -3.84355 -6.03249 -2.27613
C 0.26155 -2.11877 3.79555
C -0.85148 -1.60682 3.14982
C -1.75892 -0.82218 3.83337
C -1.66566 -0.66452 5.21257
C -0.57127 -1.24347 5.86120
C 0.41462 -1.91115 5.16123
C -0.42637 -1.06887 7.34056
O 0.33394 -1.75207 7.99523
C -1.10995 0.10785 7.93541
C -0.72966 0.59991 9.17109
C -1.43328 1.63943 9.74828
C -2.52667 2.21468 9.09466
C -2.90373 1.74789 7.85189
C -2.22350 0.66626 7.30143
C -2.65746 0.13869 5.97372
O -3.73386 0.42418 5.50155
H 1.01526 -2.65365 3.23333
H -1.01533 -1.81234 2.09893
H -2.60382 -0.37939 3.31932
H 1.26869 -2.35375 5.65752
H 0.15520 0.20378 9.65397
H -1.09209 2.09546 10.66880
H -3.09228 2.99279 9.59037
H -3.72343 2.13471 7.25922
C -0.44013 1.94525 -5.62141
C 0.33130 3.10558 -5.48338
C 1.06082 3.30512 -4.32266
C 1.01572 2.37294 -3.29778
C 0.25954 1.21363 -3.43673
C -0.44930 0.99972 -4.62013
C 0.23610 0.17821 -2.37045
O -0.48989 -0.78716 -2.43266
C 1.10064 0.41248 -1.17600
C 1.06913 -0.54497 -0.16922
C 1.90357 -0.40584 0.93042
C 2.68516 0.73000 1.05577
C 2.67597 1.71792 0.08344
C 1.89715 1.54924 -1.05059
C 1.85843 2.61514 -2.08512
O 2.51331 3.62668 -1.97044
H -1.02384 1.78249 -6.51585
H 0.38124 3.80611 -6.30775
H 1.70937 4.16948 -4.27687
H -1.00682 0.07970 -4.74436
H 0.48684 -1.43559 -0.36541
H 1.86701 -1.17723 1.68747
H 3.35440 0.82318 1.90293
H 3.39539 2.52226 0.14881
```

Mulliken atomic charge list, values in e, 8 entries: -0.84 0.45 -0.60 -0.93 -0.06 0.46 0.46 0.35



No. 4
Density functional theory data (wB97M-V/def2-TZVPD) for a 3-piece molecular cluster, C3H12O2S2 overall.

Calculated values
E ... -1068.32289 Ha

XYZ file:
```
19
C3H12O2S2 wB97M-V/def2-TZVPD
C -0.45706 2.20505 1.31411
C 0.02825 1.82731 -0.06496
S -1.38819 1.27378 -1.14626
S -0.35762 0.50235 -2.71781
C 0.66274 -0.84870 -1.99927
H -1.24424 2.96812 1.17381
H -0.95488 1.40229 1.82878
H 0.33375 2.63621 1.98971
H 0.64097 0.94473 -0.04887
H 0.56987 2.60641 -0.51535
H -0.02975 -1.52617 -1.51182
H 1.41839 -0.30894 -1.34163
H 1.15685 -1.29580 -2.82729
H -1.53178 -2.59569 0.00512
H -1.38336 -1.16871 -0.13914
O -1.38950 -1.73815 0.60042
H 0.95226 -2.37211 1.15699
H 1.37880 -2.57672 2.47935
O 1.59451 -1.93525 1.76410
```

Mulliken atomic charge list, values in e, 8 entries: -1.19 0.00 -0.15 -0.06 -0.70 0.32 0.33 0.32



No. 5
Density functional theory data (wB97M-V/def2-TZVPD) for C25H27DyN5OS3 as an isolated structure.

Calculated values
E ... -3396.79631 Ha
2S+1 ... 6
Charge ... +3

XYZ file:
```
62
C25H27DyN5OS3 wB97M-V/def2-TZVPD
Dy -0.61028 0.48831 0.56515
C 2.92969 2.21210 -2.15998
C 1.81152 2.09795 -1.33153
N 1.21034 0.94295 -1.04569
C 1.71528 -0.19323 -1.61506
C 2.85837 -0.16825 -2.44958
C 3.46220 1.07369 -2.71760
C 3.37768 -1.37790 -2.99770
C 2.77406 -2.56714 -2.76233
C 1.60611 -2.64057 -1.95206
C 0.95673 -3.86306 -1.70203
C -0.11874 -3.89422 -0.84580
C -0.56304 -2.69773 -0.28424
N -0.01490 -1.51455 -0.55179
C 1.07755 -1.46645 -1.36160
H 3.36850 3.18002 -2.34833
H 1.38576 2.99453 -0.88612
H 4.33248 1.11001 -3.35647
H 4.26394 -1.31352 -3.61077
H 3.15863 -3.48482 -3.17898
H 1.32612 -4.76260 -2.17187
H -0.60716 -4.82290 -0.59921
H -1.39057 -2.70139 0.42388
S 1.03266 -0.75160 2.48149
C 2.71278 -0.67017 2.44623
N 3.48332 -1.36997 3.25447
C 4.92048 -1.23444 3.12744
C 5.18080 0.02697 2.30257
S 3.63078 0.34612 1.37771
H 3.09421 -2.04517 3.90242
H 5.33033 -2.12552 2.63653
H 5.36891 -1.15592 4.12071
H 5.99538 -0.09665 1.59430
H 5.37451 0.90098 2.92746
C -3.67180 1.12716 3.79589
C -2.73599 1.19145 2.66159
O -2.11451 0.20752 2.21827
C -2.49962 2.49819 1.99787
C -3.55460 3.30257 1.56932
C -3.30253 4.45971 0.84769
C -1.99952 4.82830 0.55432
C -0.93053 4.07345 1.02900
C -1.15992 2.89004 1.72910
H -3.72519 0.12671 4.21784
H -4.66436 1.45633 3.48610
H -3.36028 1.84000 4.56375
H -4.57409 3.01178 1.77542
H -4.12967 5.08146 0.54080
H -1.80703 5.72943 -0.00296
H 0.07899 4.44581 0.90895
H -0.33959 2.44088 2.32894
C -3.87584 -2.23490 -3.55261
N -3.44109 -1.00716 -2.91690
C -3.30647 -0.81018 -1.62227
N -3.56030 -1.79386 -0.74551
S -2.78584 0.72910 -1.06937
H -3.71566 -2.15450 -4.62588
H -4.94058 -2.41026 -3.38755
H -3.30987 -3.09043 -3.17814
H -3.28582 -0.21360 -3.52520
H -4.05655 -2.61708 -1.06290
H -3.66616 -1.56377 0.23284
```

Mulliken atomic charge list, values in e, 8 entries: 0.18 -0.95 -0.01 0.29 0.24 1.09 -0.64 -0.97



No. 6
Density functional theory data (wB97M-V/def2-TZVPD) for C6H17NO3Rb as an isolated structure.

Calculated values
E ... -543.15042 Ha
Charge ... +1

XYZ file:
```
28
C6H17NO3Rb wB97M-V/def2-TZVPD
Rb -24.53173 -26.32332 22.07801
C -28.59505 -24.70044 22.10008
C -28.38279 -26.18236 22.24955
O -27.23392 -26.54190 23.02163
O -29.08836 -24.07698 23.27178
H -29.35672 -24.52305 21.34243
H -27.67372 -24.20051 21.76441
H -28.24240 -26.64928 21.27532
H -29.28228 -26.60586 22.70317
H -27.21355 -26.08739 23.87222
H -28.44560 -24.12199 23.98690
C -23.12309 -23.02733 23.17971
C -24.07665 -22.82298 22.00842
C -24.00755 -21.38711 21.49941
O -24.02138 -20.49425 22.58294
C -23.67301 -19.17720 22.20390
N -23.74725 -23.79065 20.93855
H -23.31251 -22.31500 23.97408
H -22.09844 -22.88309 22.82389
H -23.17324 -24.03549 23.60460
H -25.11679 -22.99719 22.31098
H -24.87616 -21.18855 20.85055
H -23.10935 -21.24788 20.87611
H -22.60121 -19.10863 21.99716
H -23.94499 -18.52548 23.02916
H -24.23220 -18.85302 21.31690
H -24.34584 -23.64242 20.12594
H -22.82747 -23.55472 20.56777
```

Mulliken atomic charge list, values in e, 8 entries: 0.95 -0.18 -0.35 -0.52 -0.47 0.35 0.03 0.33